Entry 1:
{"formula": "C6H4N2O2", "method": "ωB97M-V/def2-TZVPD", "species": ["C", "N", "C", "C", "C", "C", "H", "C", "O", "H", "N", "O", "H", "H"], "positions_angstrom": [[1.190881, 0.309616, 1.342780], [-0.919546, 1.136082, 0.407583], [0.417976, 0.878943, 0.291493], [1.133303, 0.831125, -0.939236], [1.831044, 0.731025, -1.865597], [0.488827, -0.166619, 2.521176], [2.325692, 0.355657, -2.728169], [-1.505451, 0.590379, 1.507049], [-2.670807, 0.295521, 1.484021], [-1.428329, -0.230724, 3.234507], [-0.812274, -0.096284, 2.440947], [0.969233, -0.907497, 3.264724], [2.199096, -0.042272, 1.278380], [-1.434092, 1.182413, -0.501805]], "forces_ev_per_a": [[-2.5, 2.0, -1.9], [1.2, 0.8, -1.5], [4.0, -2.3, 2.2], [-2.8, 1.3, 3.0], [2.1, -1.0, -3.6], [1.3, 1.0, -3.7], [0.3, 0.4, -0.1], [-2.4, -2.6, -1.6], [-2.5, 1.4, -0.1], [0.4, -0.8, 0.1], [-2.8, 2.7, 1.0], [3.4, -3.3, 5.0], [0.3, 0.3, -0.5], [0.2, 0.0, 1.7]], "nbo_charge": [-0.3229, -0.5840, 0.1553, -0.0823, -0.1422, 0.6102, 0.2399, 0.7679, -0.6060, 0.4381, -0.6046, -0.5622, 0.2493, 0.4436], "homo_lumo_gap_ev": 9.008, "e_tot_ev": -13359.243, "homo_energy_ev": -9.24, "smiles": "C#Cc1cc(=O)[nH]c(=O)[nH]1", "relative_energy_kcal_mol": 59.59}


Entry 2:
{"formula": "C11H25ClNO8PS", "method": "ωB97M-V/def2-TZVPD", "species": ["O", "H", "H", "S", "C", "C", "H", "C", "H", "C", "H", "O", "H", "H", "C", "H", "H", "H", "H", "C", "P", "H", "H", "Cl", "O", "N", "C", "O", "O", "H", "H", "H", "H", "H", "H", "H", "O", "C", "H", "C", "C", "H", "O", "H", "C", "H", "O", "H"], "positions_angstrom": [[4.282423, -0.681814, -4.023558], [-2.781606, 0.381261, 6.432802], [0.169540, 0.363256, 0.588462], [5.469306, -1.305838, -3.526780], [-2.324819, 1.263191, 6.002641], [-2.185069, 2.318049, 3.711560], [5.027162, -2.438960, -1.039189], [-2.360560, 1.628279, 0.161748], [5.975721, -2.336006, -5.571282], [-2.277685, -0.408515, -1.090783], [2.543131, -2.848342, -0.896682], [-4.003941, 2.785671, 5.115077], [-1.243393, 1.769719, 3.657667], [-2.322724, 2.066884, 6.729198], [0.092850, 1.005319, -2.063233], [7.410541, -2.195853, -4.503875], [-4.777845, -0.639675, -1.884737], [-1.291351, 1.059637, 5.749319], [-1.282059, 1.754661, 0.110858], [3.020461, -2.600943, -1.844707], [-0.401160, -0.588088, -1.310846], [2.896984, -1.532934, -2.015086], [-3.651195, 0.628827, 1.588663], [-2.762593, -1.615875, 0.176844], [0.166417, -0.529359, 0.234078], [-2.853067, 2.418821, 2.416040], [-3.105600, 1.739700, 4.772694], [-2.866683, 0.818589, -0.875517], [-4.359672, -2.292088, -2.987170], [-0.629060, 1.297832, -2.815185], [-1.960893, 0.583717, 1.983494], [-2.475544, 3.221754, 1.938638], [0.211282, 1.802520, -1.334044], [2.502249, -3.122951, -2.648228], [6.780645, -0.758861, -5.358698], [4.591271, -4.047593, -1.595685], [5.144179, -2.795328, -3.083429], [-4.050664, -1.290946, -2.376986], [1.064173, 0.837846, -2.511678], [6.520845, -1.699901, -4.879901], [-2.749049, 1.228208, 1.584458], [-4.728720, 2.392642, 5.596934], [6.223690, -0.673408, -2.489245], [-1.949225, 3.331799, 4.026799], [4.484182, -2.986913, -1.810688], [-2.782798, 2.612470, -0.016774], [-2.749244, -0.839201, -2.333916], [-3.650833, 0.918738, 4.309922]], "forces_ev_per_a": [[0.0, 0.1, 0.0], [0.0, -0.2, 0.2], [0.1, 0.1, 0.3], [0.1, -0.3, -0.1], [-0.2, 0.2, -0.4], [-0.5, 0.4, -0.2], [0.1, 0.1, -0.1], [-0.4, 0.4, 0.6], [0.0, 0.0, 0.0], [0.0, 0.7, -0.4], [0.0, -0.1, 0.0], [0.0, 0.0, -0.1], [0.1, -0.3, 0.0], [0.0, 0.1, 0.2], [-0.1, -0.1, 0.6], [0.0, 0.0, 0.0], [0.1, 0.0, 0.2], [0.2, -0.3, 0.0], [0.2, -0.1, -0.2], [0.0, 0.1, -0.2], [0.3, -1.1, -0.2], [0.0, 0.0, 0.0], [-0.4, 0.1, -0.1], [0.0, -0.1, 0.1], [0.0, 0.3, -0.3], [0.3, 0.0, 0.1], [0.6, 0.1, 0.0], [0.1, -0.1, 0.1], [0.8, 2.0, 1.0], [-0.1, 0.1, -0.2], [0.0, -0.3, 0.1], [-0.1, 0.1, -0.2], [-0.1, 0.2, 0.0], [0.0, 0.0, 0.0], [0.0, 0.0, 0.0], [0.1, 0.0, -0.2], [0.0, 0.0, -0.1], [-0.7, -1.7, -1.3], [0.1, 0.0, -0.3], [0.0, 0.0, 0.0], [0.5, -0.1, 0.1], [-0.4, 0.0, 0.2], [0.0, 0.2, 0.1], [0.1, 0.2, 0.1], [-0.2, 0.0, 0.5], [-0.2, 0.1, -0.2], [-0.2, -0.7, -0.1], [-0.1, -0.2, 0.0]], "nbo_charge": [-0.9401, 0.2117, 0.4763, 2.3887, -0.6421, -0.2285, 0.1980, -0.0697, 0.2543, 0.2469, 0.2250, -0.7145, 0.1636, 0.2224, -0.9894, 0.2519, 0.1347, 0.2086, 0.1522, -0.6430, 1.1079, 0.2212, 0.2045, -0.0818, -0.9622, -0.6095, 0.0830, -0.5318, -0.5110, 0.2563, 0.1729, 0.3538, 0.2173, 0.2214, 0.2539, 0.1967, -0.7236, 0.6457, 0.2563, -0.8873, -0.2564, 0.4666, -0.9415, 0.2095, -0.0774, 0.1995, -0.5515, 0.1604], "homo_lumo_gap_ev": 9.631, "e_tot_ev": -62327.584, "homo_energy_ev": -9.23, "smiles": "C[C@@H](O)CNCCO[C@@](Cl)(OC=O)P(C)O.CCOS(C)(=O)=O"}


Entry 3:
{"formula": "C3H4CoO3", "method": "ωB97M-V/def2-TZVPD", "species": ["C", "H", "Co", "H", "O", "H", "C", "H", "O", "O", "C"], "positions_angstrom": [[0.056015, 0.447882, -1.299544], [2.720557, 0.929046, 0.413263], [2.226361, 0.931421, -1.202120], [0.185837, -1.541650, 1.019967], [-1.116709, 0.115332, -0.771981], [-1.965773, 0.715625, 1.077514], [-0.756664, -1.057214, 1.273835], [-1.462738, -1.764538, 1.706139], [0.419957, 1.654085, -1.409858], [0.914718, -0.460758, -1.480674], [-1.221557, 0.030765, 0.673461]], "forces_ev_per_a": [[4.4, 0.7, -0.7], [-0.2, 0.0, -1.1], [2.3, 0.6, 1.4], [0.2, 0.3, -0.2], [-2.5, 0.4, 4.7], [0.0, 0.0, -0.1], [1.6, -3.0, 0.2], [-0.2, 0.5, 0.9], [-2.1, -0.4, 0.0], [-1.5, -0.9, -0.2], [-2.0, 2.0, -4.9]], "lowdin_spin": [0.0336, 0.0741, 2.7709, 0.0275, 0.1288, 0.0132, 0.4919, 0.0226, 0.0823, 0.0652, 0.2898], "homo_lumo_gap_ev": [6.287, 4.683], "s2": 6.012, "e_tot_ev": -46931.515, "homo_energy_ev": [-13.42, -13.99], "relative_energy_kcal_mol": 55.06, "spin_multiplicity": 5, "charge": 1}


Entry 4:
{"formula": "C17H10BrCaF3N3O2S5Se", "method": "ωB97M-V/def2-TZVPD", "species": ["F", "H", "C", "C", "S", "C", "F", "H", "C", "N", "Ca", "S", "H", "S", "C", "H", "S", "C", "O", "H", "S", "Br", "H", "Se", "C", "O", "H", "C", "F", "N", "H", "H", "C", "C", "C", "N", "C", "C", "C", "H", "C", "C", "C"], "positions_angstrom": [[-2.662124, -2.053374, -3.096046], [-1.876172, 5.478510, -0.068544], [-2.334799, 4.334607, -1.803687], [0.197323, -2.951130, 2.439249], [-2.733195, -0.482448, 7.298246], [-3.050299, -1.948977, -1.730702], [-4.078871, -0.985014, -1.835968], [2.829150, -1.805644, -2.828639], [2.955069, -0.837112, -0.929793], [-1.299088, 0.881785, -2.213311], [-1.174276, -0.824485, -0.318355], [-3.037207, 0.508345, 4.501228], [5.773351, 0.433367, 0.457274], [-1.920001, -2.087373, 4.933654], [3.774877, -0.207756, -0.002938], [-0.577297, 3.691434, 1.019780], [-1.551527, -2.703258, 2.016296], [-2.566550, -0.676575, 5.669288], [0.768709, -1.612250, -1.488287], [0.619029, -3.586315, 1.656857], [-2.959723, 0.430719, 1.547380], [5.572175, -1.784558, -4.002694], [0.722487, -2.001063, 2.442265], [-2.228669, 0.924309, -3.716218], [5.129421, -0.053914, -0.265454], [1.018609, -0.531518, 0.432667], [6.723953, -0.409074, -1.673934], [3.485346, -1.313312, -2.122897], [-3.753964, -3.112185, -1.539526], [-2.668472, 2.629064, -3.538866], [0.287758, -3.457402, 3.397989], [-2.916228, 5.087247, -2.321538], [-2.599127, -0.353675, 3.029695], [-1.770599, 4.536624, -0.590506], [-2.043506, -1.566487, 3.260643], [-0.802617, 2.315958, -0.452888], [-1.015373, 3.492730, 0.045872], [-1.390703, 2.073879, -1.660786], [1.479363, -1.010628, -0.643361], [3.330260, 0.159164, 0.913431], [4.834837, -1.146434, -2.369378], [-2.161714, 3.047959, -2.391428], [5.670378, -0.523741, -1.456049]], "forces_ev_per_a": [[0.0, 0.0, 0.0], [0.0, 0.0, 0.0], [0.0, 0.0, 0.0], [0.0, -0.1, -0.1], [0.0, 0.0, 0.0], [0.1, 0.2, 0.0], [0.0, 0.0, 0.0], [0.0, 0.0, 0.0], [-0.1, 0.0, 0.1], [-0.2, -0.2, -0.1], [-0.4, -0.1, -0.1], [0.0, -0.1, 0.0], [0.0, 0.0, 0.0], [0.0, 0.0, -0.1], [0.1, 0.1, 0.0], [0.0, 0.0, 0.0], [0.0, 0.0, 0.0], [0.0, 0.0, -0.1], [0.1, 0.1, 0.1], [-0.1, 0.0, 0.1], [0.0, 0.1, -0.1], [0.0, 0.0, 0.0], [0.0, 0.0, 0.0], [0.0, 0.1, 0.1], [0.0, 0.0, 0.0], [0.3, 0.0, -0.1], [0.0, 0.0, 0.0], [-0.1, 0.0, 0.0], [0.0, 0.0, 0.0], [0.0, 0.0, 0.0], [0.0, 0.0, 0.0], [0.0, 0.0, 0.0], [0.1, 0.0, 0.0], [0.0, 0.0, 0.0], [0.1, -0.1, 0.2], [-0.1, 0.0, 0.0], [0.1, 0.0, 0.0], [-0.1, 0.3, 0.0], [0.0, -0.1, 0.0], [0.0, 0.0, 0.0], [0.0, 0.0, 0.0], [0.1, -0.2, 0.0], [0.0, 0.0, 0.0]], "nbo_charge": [-0.4462, 0.2210, -0.1527, -0.7458, -0.1417, 0.4222, -0.4349, 0.2542, -0.0620, -0.7178, 1.6662, 0.4672, 0.2114, 0.4487, -0.1930, 0.2001, 0.2406, -0.5686, -0.7779, 0.2306, -0.4496, 0.0268, 0.2457, 1.1067, -0.2140, -0.8102, 0.2204, -0.2389, -0.3978, -0.6143, 0.2139, 0.2271, -0.3263, -0.2586, -0.5132, -0.4114, 0.1065, 0.2603, 0.7293, 0.2390, -0.0709, 0.0536, -0.2455], "homo_lumo_gap_ev": 5.479, "e_tot_ev": -242518.344, "homo_energy_ev": -4.73, "relative_energy_kcal_mol": 0.00, "charge": -1}